(1)
{
  "formula": "C27H60N3O10",
  "method": "ωB97M-V/def2-TZVPD",
  "elements": ["C", "C", "C", "C", "N", "C", "C", "C", "C", "O", "N", "C", "N", "H", "H", "H", "H", "H", "H", "H", "H", "H", "H", "H", "H", "H", "H", "H", "H", "H", "H", "C", "O", "C", "C", "O", "C", "C", "O", "C", "H", "H", "H", "H", "H", "H", "H", "H", "H", "H", "H", "H", "H", "H", "C", "O", "C", "C", "O", "C", "C", "O", "C", "H", "H", "H", "H", "H", "H", "H", "H", "H", "H", "H", "H", "H", "H", "C", "O", "C", "C", "O", "C", "C", "O", "C", "H", "H", "H", "H", "H", "H", "H", "H", "H", "H", "H", "H", "H", "H"],
  "xyz": [[2.92643, 3.04401, 0.41983], [1.99721, 4.24088, 0.66401], [1.29753, 4.80542, -0.59429], [0.88340, 3.77892, -1.66861], [-0.41849, 3.12942, -1.46465], [-0.66094, 2.33417, -0.24795], [-2.19500, 2.23492, -0.29419], [-3.00421, 3.01656, 0.79938], [-2.20767, 3.37488, 2.05018], [-2.42428, 2.93618, 3.10390], [-2.54548, 2.88957, -1.60259], [-1.54284, 3.81278, -1.71280], [-1.68723, 5.09456, -1.96095], [3.72753, 3.23362, -0.29319], [2.32908, 2.17512, 0.12548], [3.36228, 2.76303, 1.38041], [1.29992, 4.00176, 1.47088], [2.61648, 5.04865, 1.06474], [0.37388, 5.29539, -0.25768], [1.89581, 5.60844, -1.02462], [1.61579, 2.99321, -1.85125], [0.80398, 4.32314, -2.61714], [-0.22755, 1.34906, -0.45667], [-0.21453, 2.63375, 0.69948], [-2.54057, 1.20655, -0.24425], [-3.47389, 3.93814, 0.43765], [-3.82798, 2.37017, 1.11089], [-1.37100, 4.10654, 1.93245], [-3.49053, 3.25228, -1.67044], [-2.49611, 5.55307, -1.56563], [-1.02177, 5.66734, -2.46095], [2.38792, -0.72089, -7.67073], [1.07713, -0.29298, -7.36502], [0.15306, -1.37038, -7.38439], [-1.16950, -0.93803, -6.78944], [-1.18721, -0.98504, -5.36433], [-0.50968, 0.06876, -4.70202], [-1.28611, 1.37087, -4.70001], [-1.09091, 2.06897, -5.91734], [-1.99611, 3.13624, -6.06294], [2.42587, -1.18722, -8.66072], [3.03527, 0.15419, -7.66859], [2.75019, -1.42569, -6.91391], [0.55359, -2.21865, -6.81678], [-0.00080, -1.67160, -8.42898], [-1.93021, -1.65352, -7.10749], [-1.47146, 0.04397, -7.15694], [0.49846, 0.20491, -5.09918], [-0.41334, -0.26263, -3.66388], [-0.92061, 2.01035, -3.88179], [-2.35360, 1.16425, -4.55316], [-3.02733, 2.76855, -6.10891], [-1.76796, 3.64882, -6.99529], [-1.89475, 3.85164, -5.23321], [-4.31310, 0.39507, 4.89804], [-4.16538, -0.77465, 4.11917], [-4.08059, -0.46694, 2.74128], [-3.64529, -1.67988, 1.94541], [-2.23688, -1.87788, 1.94932], [-1.69387, -2.42966, 3.14803], [-1.94637, -3.91620, 3.28154], [-3.24335, -4.14792, 3.80326], [-3.62071, -5.50416, 3.69335], [-5.21321, 0.94551, 4.60094], [-4.40894, 0.10211, 5.94155], [-3.43171, 1.03572, 4.79323], [-3.36490, 0.35242, 2.58477], [-5.07879, -0.15017, 2.40232], [-3.90508, -1.50461, 0.89716], [-4.17381, -2.57918, 2.26572], [-2.03657, -1.87975, 4.02626], [-0.61702, -2.28041, 3.06788], [-1.21495, -4.34686, 3.97960], [-1.84331, -4.39834, 2.30178], [-3.67915, -5.80616, 2.64164], [-4.60512, -5.61714, 4.14323], [-2.91376, -6.15062, 4.22498], [6.94159, -2.71877, 4.74251], [5.88826, -2.77898, 3.80451], [5.78468, -4.06356, 3.21000], [4.49264, -4.17976, 2.42952], [3.37011, -4.49977, 3.24407], [2.83927, -3.43410, 4.01915], [2.01115, -2.45967, 3.20679], [2.84912, -1.51460, 2.55747], [2.14721, -0.77484, 1.59116], [7.90065, -2.95580, 4.26918], [6.98337, -1.70433, 5.13503], [6.75749, -3.40766, 5.57428], [5.81856, -4.83933, 3.98391], [6.63466, -4.19377, 2.52636], [4.59280, -5.02066, 1.73986], [4.30590, -3.28656, 1.83033], [3.62315, -2.92220, 4.58010], [2.17473, -3.91174, 4.74292], [1.33797, -1.90785, 3.87713], [1.41979, -3.00750, 2.46277], [1.77942, -1.42909, 0.79124], [2.83511, -0.04934, 1.15900], [1.30318, -0.23679, 2.04586]],
  "e_homo_ev": -10.8,
  "lumo_ev": -3.44,
  "orbital_gap_ha": 0.271,
  "total_charge": 1
}


(2)
{
  "formula": "C2H7N3S",
  "method": "ωB97M-V/def2-TZVPD",
  "elements": ["C", "C", "H", "H", "H", "H", "H", "H", "H", "N", "N", "N", "S"],
  "xyz": [[-2.24605, 0.17397, 0.34264], [0.28100, -0.25160, -0.13774], [-2.07106, 1.18966, -0.36610], [-2.34274, 0.58316, 1.49721], [-3.29589, -0.20409, -0.02852], [-0.34291, 1.49533, -0.80042], [1.11224, -1.32851, 1.08341], [2.40449, 1.00877, -0.35919], [3.21938, -1.05762, -0.82414], [0.47164, 1.02765, -0.32932], [1.41117, -0.97066, 0.01978], [2.71278, -0.48012, 0.21316], [-1.31406, -1.18595, -0.31078]],
  "e_homo_ev": -9.1,
  "e_above_lowest_ev": 6.414,
  "lumo_ev": 0.48,
  "orbital_gap_ha": 0.354,
  "total_charge": 0
}


(3)
{
  "formula": "CH4N2O",
  "method": "ωB97M-V/def2-TZVPD",
  "elements": ["H", "N", "C", "N", "O", "H", "H", "H"],
  "xyz": [[-1.27407, 0.70923, 1.91727], [-0.50109, 0.12420, 1.64380], [-0.25027, 0.46815, 0.38681], [0.71974, -0.07651, -0.24088], [0.08232, -0.51338, -1.49220], [-0.90789, 1.18038, -0.03081], [1.08985, -0.92093, 0.13957], [0.40466, -0.00441, -2.22971]],
  "e_homo_ev": -9.7,
  "e_above_lowest_ev": 3.681,
  "lumo_ev": 0.83,
  "orbital_gap_ha": 0.386,
  "smiles": "[H]/N=C/NO",
  "total_charge": 0
}


(4)
{
  "formula": "C5H8N2",
  "method": "ωB97M-V/def2-TZVPD",
  "elements": ["C", "C", "N", "C", "C", "C", "N", "H", "H", "H", "H", "H", "H", "H", "H"],
  "xyz": [[0.74988, 0.46794, -0.42595], [-0.52329, -0.15281, -0.43507], [1.21315, 1.45863, -1.21331], [-0.44474, -0.74197, 1.06205], [1.25070, 0.04574, 0.85490], [-1.65129, -0.00461, -1.13395], [-0.44429, -2.04469, 1.32327], [0.70142, 1.70668, -2.04664], [2.19081, 1.70178, -1.16321], [-1.10139, -2.25364, 2.07389], [-1.05852, -0.06978, 1.68228], [1.80291, 0.76175, 1.47048], [1.75447, -0.91706, 0.88804], [-2.20679, 0.88179, -1.42590], [-2.23302, -0.83975, -1.51089]],
  "e_homo_ev": [-8.1, -7.0],
  "e_above_lowest_ev": 5.638,
  "lumo_ev": [-0.21, -0.67],
  "orbital_gap_ha": [0.291, 0.231],
  "total_charge": 0
}


(5)
{
  "formula": "CH2ClN2O2",
  "method": "ωB97M-V/def2-TZVPD",
  "elements": ["C", "N", "N", "O", "O", "Cl", "H", "H"],
  "xyz": [[1.74034, -0.06237, -0.80278], [-0.81849, -0.93272, -0.15770], [-1.57748, 0.01708, 0.23863], [-2.77508, -0.10515, 0.48826], [-0.96382, 1.09731, 0.41181], [2.79297, -0.55844, 0.48006], [1.52534, 1.00218, -0.60369], [0.07622, -0.45789, -0.05459]],
  "e_homo_ev": [-4.0, -3.9],
  "e_above_lowest_ev": 1.660,
  "lumo_ev": [3.43, 1.90],
  "orbital_gap_ha": [0.274, 0.214],
  "s_squared": 2.009,
  "spin_multiplicity": 3,
  "total_charge": -1
}


(6)
{
  "formula": "C5H5NO",
  "method": "ωB97M-V/def2-TZVPD",
  "elements": ["N", "C", "C", "O", "C", "C", "C", "H", "H", "H", "H", "H"],
  "xyz": [[-0.21361, -1.50064, 2.27663], [-0.78346, -0.79029, 1.45207], [-1.34446, 0.07933, 0.63536], [-0.68892, 1.26250, 0.38030], [0.25927, 1.21349, -0.68657], [1.41020, 0.28444, -0.72404], [0.43567, 0.03391, -1.55281], [0.45880, -2.12985, 1.83415], [-2.27810, -0.11624, 0.11834], [0.33654, 2.23426, -1.05277], [2.39017, 0.01996, -0.35247], [0.01790, -0.59088, -2.32819]],
  "e_homo_ev": -8.8,
  "e_above_lowest_ev": 4.618,
  "lumo_ev": 0.95,
  "orbital_gap_ha": 0.358,
  "smiles": "N=C=COC1C=C1",
  "total_charge": 0
}


(7)
{
  "formula": "C44H45AlFGeN2PS",
  "method": "ωB97M-V/def2-TZVPD",
  "elements": ["Al", "C", "C", "C", "C", "C", "C", "C", "P", "C", "C", "C", "C", "C", "C", "C", "C", "C", "C", "C", "C", "C", "C", "H", "H", "H", "H", "H", "H", "H", "H", "H", "H", "H", "H", "H", "H", "H", "H", "H", "H", "H", "H", "F", "C", "C", "C", "C", "C", "C", "C", "H", "H", "H", "H", "H", "H", "S", "C", "N", "C", "C", "C", "N", "H", "H", "H", "H", "H", "H", "H", "H", "Ge", "C", "C", "C", "C", "C", "C", "C", "C", "C", "C", "C", "C", "H", "H", "H", "H", "H", "H", "H", "H", "H", "H", "H"],
  "xyz": [[1.60130, 0.22957, -0.83565], [3.58550, 1.16846, 4.29750], [3.96274, 2.19554, 3.26913], [5.15489, 2.88544, 3.57604], [5.80805, 3.69266, 2.66402], [5.34243, 3.71931, 1.38146], [4.17799, 3.06942, 1.01784], [3.41460, 2.31036, 1.96698], [1.87850, 1.51601, 1.34779], [0.87205, 0.80089, 2.67111], [-0.15739, 1.44045, 3.35719], [-0.78744, 0.85825, 4.42812], [-0.43451, -0.45564, 4.83231], [0.46322, -1.16710, 4.06006], [1.07980, -0.58352, 2.95473], [2.11726, -1.37624, 2.14833], [1.06725, 2.96059, 0.57965], [0.75419, 4.05025, 1.37630], [0.04181, 5.11577, 0.87148], [-0.45439, 5.06748, -0.40857], [-0.09414, 4.00565, -1.26047], [0.75171, 3.00233, -0.82459], [1.33874, 2.01860, -1.74039], [4.40278, 1.20013, 5.08717], [3.60179, 0.13833, 3.90555], [2.63186, 1.29479, 4.78451], [5.48306, 2.78935, 4.60692], [6.69743, 4.24916, 3.01390], [5.73907, 4.43902, 0.69217], [3.69734, 3.19254, 0.02614], [-0.49124, 2.44246, 3.16688], [-1.49576, 1.46169, 5.08460], [-0.96024, -0.90460, 5.67855], [0.72271, -2.21771, 4.25167], [2.35306, -2.34414, 2.64789], [3.06282, -0.78690, 2.02831], [1.84241, -1.67605, 1.07279], [1.00896, 4.02720, 2.46779], [-0.21217, 5.96343, 1.56575], [-1.14733, 5.81109, -0.77123], [-0.45757, 3.98931, -2.27747], [2.35876, 2.24230, -2.16364], [0.71959, 1.84403, -2.64909], [-0.70437, -4.47106, -5.23955], [-0.56076, -3.53886, -4.30529], [-0.84835, -3.94243, -2.98807], [-0.48765, -3.15144, -1.95973], [-0.00739, -1.83919, -2.15902], [-0.02432, -0.85400, -1.02138], [0.23274, -1.39061, -3.47224], [-0.07367, -2.25532, -4.58355], [-1.13104, -4.97821, -2.75646], [-0.60164, -3.42642, -0.94019], [-0.10612, -1.42642, -0.07092], [-0.86711, -0.12461, -1.17387], [0.58864, -0.36612, -3.65242], [-0.13323, -1.84222, -5.58347], [3.75638, -0.45008, -1.34553], [4.14505, -2.09637, -1.02527], [4.31434, -2.49279, 0.22531], [4.41801, -3.89123, 0.59189], [3.76752, -4.78553, -0.49979], [4.28071, -4.42596, -1.88989], [4.20275, -2.96765, -2.06757], [4.41310, -1.68415, 0.86770], [4.00390, -4.01035, 1.59270], [5.46529, -4.19760, 0.55851], [2.67486, -4.64232, -0.45212], [4.01752, -5.79038, -0.18306], [3.62315, -4.93609, -2.66126], [5.35778, -4.69037, -2.03764], [4.03784, -2.55897, -2.98855], [-3.68778, -0.07731, -0.23937], [-4.47899, 1.47172, -1.22910], [-5.22335, 2.47904, -0.62395], [-6.01269, 3.35604, -1.40446], [-5.98421, 3.26563, -2.78142], [-5.35230, 2.17726, -3.41371], [-4.56493, 1.31813, -2.64361], [-5.21009, -1.40574, -0.44965], [-6.41351, -1.34690, 0.26639], [-7.54115, -2.00913, -0.11840], [-7.46743, -2.82412, -1.21678], [-6.27796, -2.93846, -1.95357], [-5.18301, -2.16029, -1.59558], [-4.16275, 0.37552, 1.16033], [-5.22434, 2.64422, 0.46827], [-6.46602, 4.15748, -0.86272], [-6.36923, 4.12729, -3.38386], [-5.39474, 1.98248, -4.48350], [-4.02320, 0.55491, -3.16925], [-6.40907, -0.57729, 1.07172], [-8.51355, -1.81783, 0.39002], [-8.35533, -3.44269, -1.51933], [-6.19460, -3.56063, -2.78994], [-4.28522, -2.20252, -2.20731]],
  "e_homo_ev": [-12.7, -12.7],
  "lumo_ev": [-8.64, -8.64],
  "orbital_gap_ha": [0.150, 0.150],
  "total_charge": 2
}


(8)
{
  "formula": "C5H8O",
  "method": "ωB97M-V/def2-TZVPD",
  "elements": ["O", "C", "C", "C", "C", "C", "H", "H", "H", "H", "H", "H", "H", "H"],
  "xyz": [[1.85452, 1.43146, -0.92728], [1.77476, 0.36297, -0.36571], [1.00200, 0.10202, 0.95605], [-0.14422, -0.15223, 0.01861], [-1.39301, -0.94194, -0.06998], [-1.41666, 0.57323, -0.20424], [2.23765, -0.58534, -0.68676], [1.34015, -0.76983, 1.54089], [1.03425, 1.02482, 1.53592], [0.37876, -0.27623, -1.01428], [-1.44682, -1.52061, -0.98704], [-1.83545, -1.41093, 0.80011], [-1.49832, 1.01782, -1.18955], [-1.88762, 1.14479, 0.59326]],
  "e_homo_ev": -9.4,
  "e_above_lowest_ev": 2.911,
  "lumo_ev": 1.03,
  "orbital_gap_ha": 0.383,
  "total_charge": 0
}